The following is a DFT calculation (ωB97M-V with the def2-TZVPD basis set) of C32H33DyIN6PS as an isolated structure in a non-equilibrium geometry.

The spin multiplicity is 6. The frontier orbital gap (spin up / spin down) comes out at 5.92 / 5.94 eV. The value obtained for the energy is -94970.485 eV.

Each line ends with the Löwdin spin population.
CARTESIAN COORDINATES (ANGSTROEM)
Dy  0.65  0.69  0.97  5.07
N  -3.37  -0.42  2.98  0.00
C  -2.84  -1.67  3.24  0.00
C  -3.37  -2.82  3.81  0.00
C  -2.53  -3.91  3.90  0.00
C  -1.21  -3.86  3.43  0.00
C  -0.68  -2.72  2.86  0.00
C  -1.52  -1.61  2.75  0.00
N  -1.29  -0.36  2.22  -0.01
C  -2.40  0.32  2.37  0.00
C  -2.56  1.68  1.93  0.00
C  -3.60  2.53  2.16  0.00
S  -3.29  4.04  1.41  0.00
C  -1.78  3.44  0.85  0.00
N  -1.53  2.22  1.18  -0.01
H  -4.30  -0.11  3.19  0.00
H  -4.39  -2.86  4.17  0.00
H  -2.90  -4.83  4.34  0.00
H  -0.58  -4.73  3.53  0.00
H  0.33  -2.67  2.48  0.00
H  -4.50  2.36  2.72  0.00
H  -1.12  4.05  0.26  0.00
N  1.54  -1.49  0.61  -0.01
P  0.54  0.08  -1.83  -0.01
C  0.33  -0.58  -3.58  0.00
C  -0.10  -1.91  -3.67  0.00
C  -0.03  -2.61  -4.86  0.00
C  0.48  -2.00  -6.00  0.00
C  0.91  -0.69  -5.93  0.00
C  0.84  0.01  -4.73  0.00
C  -1.22  -0.21  -1.29  0.00
C  -2.20  0.75  -1.56  0.00
C  -3.53  0.52  -1.24  0.00
C  -3.90  -0.68  -0.64  0.00
C  -2.94  -1.64  -0.36  0.00
C  -1.61  -1.39  -0.66  0.00
C  2.53  -1.50  1.51  0.00
C  3.54  -2.50  1.63  0.00
C  4.45  -2.41  2.65  0.00
C  4.39  -1.34  3.55  0.00
C  3.41  -0.39  3.35  0.00
N  2.51  -0.44  2.36  -0.01
H  1.62  -2.26  -0.04  0.00
H  -0.50  -2.40  -2.79  0.00
H  -0.37  -3.64  -4.90  0.00
H  0.55  -2.56  -6.93  0.00
H  1.30  -0.20  -6.82  0.00
H  1.18  1.04  -4.71  0.00
H  -1.90  1.66  -2.05  0.00
H  -4.27  1.27  -1.47  0.00
H  -4.94  -0.86  -0.40  0.00
H  -3.23  -2.58  0.10  0.00
H  -0.86  -2.15  -0.43  0.00
H  3.56  -3.32  0.92  0.00
H  5.22  -3.17  2.77  0.00
H  5.08  -1.25  4.37  0.00
H  3.34  0.46  4.01  0.00
C  3.00  1.88  -2.10  0.00
C  1.64  2.59  -1.96  0.00
C  1.79  3.70  -0.91  0.00
C  1.30  3.29  -3.28  0.00
N  0.56  1.70  -1.54  -0.01
H  3.80  2.58  -2.32  0.00
H  2.95  1.14  -2.90  0.00
H  3.25  1.36  -1.17  0.00
H  2.51  4.45  -1.25  0.00
H  2.14  3.30  0.04  0.00
H  0.83  4.20  -0.75  0.00
H  2.05  4.04  -3.52  0.00
H  0.33  3.78  -3.21  0.00
H  1.26  2.58  -4.10  0.00
I  0.43  2.02  4.15  0.00
C  1.50  2.63  2.27  -0.01
H  2.53  2.65  2.64  0.00
H  1.19  3.68  2.21  0.00



The following is a DFT calculation (ωB97M-V with the def2-TZVPD basis set) of one molecule with the formula C32H33F3N2O3S in a non-equilibrium geometry.

Its structure (SMILES) is CN1C(=O)[C@@H](Cc2ccccc2)N(/C=C/[C@H](c2ccccc2)[C@H](c2ccccc2)S(=O)(=O)C(F)(F)F)C12CCCC2. The spin multiplicity is 1. The frontier orbital gap comes out at 8.52 eV. The value obtained for the energy is -61829.628 eV.

Each line ends with the Löwdin charge.
CARTESIAN COORDINATES (ANGSTROEM)
C  3.40  3.54  1.31  0.00
N  2.84  2.58  0.41  -0.01
C  3.66  1.86  -0.42  -0.40
O  4.88  2.00  -0.56  0.06
C  2.81  0.81  -1.11  -0.17
C  3.28  -0.61  -0.82  -0.07
C  3.27  -0.89  0.66  -0.21
C  4.31  -0.42  1.47  -0.04
C  4.27  -0.62  2.85  -0.08
C  3.22  -1.33  3.43  -0.09
C  2.21  -1.86  2.62  -0.08
C  2.24  -1.65  1.24  -0.04
N  1.48  1.11  -0.60  0.00
C  0.39  0.40  -1.03  -0.06
C  -0.85  0.45  -0.47  -0.04
C  -2.10  -0.20  -1.04  -0.27
C  -3.31  0.16  -0.13  -0.20
C  -4.53  0.53  -0.69  -0.05
C  -5.61  0.86  0.14  -0.07
C  -5.42  0.95  1.53  -0.09
C  -4.18  0.60  2.08  -0.08
C  -3.16  0.12  1.25  -0.06
C  -1.95  -1.64  -1.23  -0.20
C  -0.91  -2.07  -2.24  -0.28
C  0.18  -2.86  -1.85  -0.05
C  1.12  -3.25  -2.81  -0.07
C  0.95  -2.87  -4.15  -0.07
C  -0.11  -2.05  -4.52  -0.06
C  -1.04  -1.63  -3.57  -0.04
S  -3.55  -2.57  -1.98  0.83
O  -3.13  -3.64  -2.85  -0.28
O  -4.46  -1.56  -2.46  -0.30
C  -4.42  -3.46  -0.53  -0.61
F  -5.66  -3.83  -0.87  0.15
F  -4.49  -2.63  0.54  0.12
F  -3.69  -4.54  -0.18  0.13
C  1.46  2.10  0.48  -0.35
C  1.15  1.55  1.89  -0.09
C  0.63  2.74  2.68  -0.17
C  0.16  3.81  1.66  -0.18
C  0.48  3.28  0.26  -0.09
H  4.31  3.94  0.86  0.10
H  2.68  4.34  1.48  0.08
H  3.65  3.09  2.29  0.10
H  2.84  1.01  -2.20  0.17
H  2.66  -1.33  -1.37  0.10
H  4.31  -0.68  -1.21  0.13
H  5.14  0.11  1.00  0.12
H  5.08  -0.22  3.46  0.10
H  3.19  -1.49  4.51  0.10
H  1.39  -2.44  3.05  0.10
H  1.46  -2.07  0.59  0.09
H  0.56  -0.23  -1.92  0.13
H  -1.01  1.14  0.36  0.09
H  -2.29  0.26  -2.03  0.15
H  -4.63  0.55  -1.77  0.11
H  -6.57  1.04  -0.32  0.11
H  -6.24  1.27  2.17  0.10
H  -4.01  0.67  3.15  0.10
H  -2.23  -0.27  1.68  0.12
H  -1.88  -2.18  -0.27  0.14
H  0.26  -3.18  -0.81  0.11
H  1.98  -3.84  -2.49  0.11
H  1.67  -3.21  -4.91  0.11
H  -0.24  -1.73  -5.56  0.11
H  -1.87  -0.99  -3.86  0.13
H  0.41  0.75  1.80  0.10
H  2.06  1.10  2.31  0.11
H  -0.19  2.45  3.34  0.11
H  1.43  3.15  3.31  0.10
H  -0.91  3.98  1.77  0.11
H  0.67  4.77  1.83  0.10
H  0.95  4.02  -0.41  0.13
H  -0.42  2.91  -0.23  0.10